# C24H56AsCl3F5LiN4O4P2Si3Te

A molecular structure, C24H56AsCl3F5LiN4O4P2Si3Te (wB97M-V/def2-TZVPD, the OMol25 dataset).

ORCA input file:
```
! wB97M-V def2-TZVPD RIJCOSX def2/J DEFGRID3
* xyz -2 1
Li 1.179 -0.330 -0.213
C 0.728 2.744 -4.393
N 1.254 1.811 -3.422
C 1.879 0.620 -3.980
P 1.644 2.350 -1.903
O 1.918 1.447 -0.763
O -0.008 2.777 -1.510
P -1.079 1.803 -0.898
O -0.724 0.393 -0.649
N -2.383 1.807 -1.968
C -2.946 3.095 -2.324
C -2.267 0.906 -3.108
N -1.583 2.611 0.450
C -2.319 1.898 1.474
C -1.472 4.036 0.660
N 2.086 3.968 -1.893
C 2.075 4.591 -0.573
C 3.160 4.498 -2.718
H 1.517 3.171 -5.027
H 0.206 3.560 -3.892
H 0.024 2.231 -5.055
H 2.775 0.853 -4.562
H 1.147 0.121 -4.622
H 2.137 -0.070 -3.181
H -3.086 3.705 -1.433
H -3.925 2.948 -2.790
H -2.311 3.652 -3.030
H -1.778 -0.016 -2.796
H -1.686 1.349 -3.924
H -3.266 0.673 -3.488
H -3.392 2.134 1.444
H -1.932 2.165 2.460
H -2.180 0.826 1.352
H -0.952 4.502 -0.172
H -0.909 4.238 1.577
H -2.465 4.497 0.759
H 1.353 4.108 0.077
H 1.808 5.649 -0.673
H 3.056 4.510 -0.090
H 3.134 4.058 -3.711
H 4.148 4.318 -2.288
H 2.998 5.578 -2.813
F 4.924 2.449 0.039
Te 4.942 0.914 -1.194
F 6.562 0.357 -0.342
F 3.563 1.981 -2.494
F 5.383 -0.251 -2.692
F 6.015 2.107 -2.175
O 1.951 -1.521 -1.441
Cl 3.292 -2.677 -3.948
Si 2.627 -2.795 -1.971
Cl 1.452 -4.530 -2.037
Cl 4.312 -3.372 -0.915
C -2.142 -4.660 -1.167
As -1.916 -2.716 -1.382
C -3.663 -2.427 -2.266
C -2.487 -2.094 0.419
C -3.608 -2.851 1.036
C -3.359 -3.980 1.821
C -4.399 -4.714 2.368
C -5.718 -4.340 2.143
C -5.982 -3.218 1.370
C -4.938 -2.482 0.827
H -3.127 -4.921 -0.781
H -1.367 -5.035 -0.499
H -1.994 -5.119 -2.145
H -4.456 -3.010 -1.794
H -3.575 -2.717 -3.313
H -3.918 -1.366 -2.220
H -2.743 -1.049 0.244
H -1.599 -2.104 1.046
H -2.331 -4.269 2.007
H -4.177 -5.581 2.979
H -6.531 -4.915 2.571
H -7.005 -2.910 1.192
H -5.149 -1.602 0.230
C 1.513 0.747 4.903
Si 1.832 0.670 3.014
C 3.715 0.601 2.886
C 1.275 2.394 2.449
C 0.983 -0.621 2.087
Si 1.038 -2.306 2.724
C 2.687 -2.733 3.559
C 0.840 -3.684 1.435
C -0.277 -2.687 4.061
H 2.053 1.580 5.368
H 1.822 -0.174 5.408
H 0.445 0.886 5.095
H 4.172 1.526 3.248
H 4.055 0.447 1.858
H 4.111 -0.226 3.487
H 1.946 3.176 2.819
H 0.268 2.609 2.823
H 1.260 2.421 1.359
H -0.041 -0.303 1.842
H 3.519 -2.594 2.863
H 2.676 -3.785 3.864
H 2.879 -2.128 4.448
H 1.809 -3.875 0.963
H 0.161 -3.421 0.623
H 0.500 -4.625 1.883
H -0.109 -2.045 4.931
H -0.244 -3.732 4.391
H -1.289 -2.480 3.697
*
```

ΔE to the lowest compared entry with this formula, charge and spin (eV): 0.635